Here is C4H8FN in the gas phase in a non-equilibrium geometry from the OMol25 dataset. Energies are from wB97M-V/def2-TZVPD.

## Properties
Energy above the lowest of the compared OMol25 structures with the same formula, charge and spin ... 289.38 kJ/mol
SMILES ... C=C(F)CCN
HOMO-LUMO gap ... 10.2 eV
Calculated total energy ... -8482.038 eV

Last columns: bonded neighbours and bond lengths (Å).
Positions of all 14 atoms, in Å:
1 C -1.042 -0.041 2.154  C2 1.272, H7 1.205, H8 1.142
2 C -0.325 -0.298 1.134  C1 1.272, F3 1.505, C4 1.439
3 F 1.056 -0.735 1.543  C2 1.505
4 C -0.574 -0.252 -0.282  C2 1.439, C5 1.580, H9 1.042, H10 1.114
5 C 0.778 0.411 -0.763  C4 1.580, N6 1.487, H11 1.188, H12 1.204
6 N 1.200 0.062 -2.146  C5 1.487, H13 0.946, H14 1.061
7 H -1.122 -0.126 3.353  C1 1.205
8 H -1.939 0.622 1.908  C1 1.142
9 H -1.459 0.091 -0.712  C4 1.042
10 H -0.612 -1.336 -0.539  C4 1.114
11 H 0.507 1.568 -0.751  C5 1.188
12 H 1.688 0.551 0.012  C5 1.204
13 H 1.457 -0.848 -2.136  N6 0.946
14 H 0.389 0.331 -2.775  N6 1.061